No. 1
C15H13IrN4O3S2 | ωB97M-V/def2-TZVPD

Values from the calculation:
Kohn-Sham gap (eV): 7.898
Energy relative to the best compared isomer or geometry (same formula, charge and spin) (kcal per mole): 0.00
DFT total energy (a.u.): -1924.9348

```
38
Properties=species:S:1:pos:R:3:nbo_charge:R:1
Ir -0.45 0.51 -0.45 0.841
C -1.99 -3.33 -1.38 -0.259
C -0.86 -4.04 -1.77 -0.142
C 0.37 -3.41 -1.77 -0.230
C 0.46 -2.08 -1.38 0.213
N -0.65 -1.42 -0.99 -0.389
C -1.85 -2.01 -0.99 0.073
C 1.66 -1.25 -1.34 -0.121
C 2.94 -1.69 -1.68 -0.186
C 4.00 -0.81 -1.62 -0.247
C 3.79 0.51 -1.23 -0.166
C 2.52 0.95 -0.89 -0.268
C 1.43 0.08 -0.94 -0.083
H -2.97 -3.78 -1.38 0.233
H -0.95 -5.07 -2.08 0.225
H 1.26 -3.94 -2.09 0.227
H -2.68 -1.39 -0.69 0.238
H 3.10 -2.72 -1.98 0.205
H 5.00 -1.15 -1.88 0.215
H 4.62 1.19 -1.19 0.214
H 2.36 1.98 -0.60 0.229
N -1.95 0.48 4.65 -0.784
C -0.98 0.09 3.78 0.363
C -1.09 0.38 2.41 -0.028
N -0.15 -0.02 1.56 -0.381
C 0.90 -0.70 2.04 -0.059
C 0.98 -0.98 3.39 0.032
N 0.06 -0.59 4.26 -0.430
H -2.58 1.21 4.38 0.398
H -1.72 0.42 5.63 0.405
H -1.92 0.94 2.00 0.246
H 1.66 -1.01 1.33 0.232
H 1.82 -1.53 3.78 0.207
O -2.64 1.27 -0.17 -0.992
S -1.99 2.44 -0.85 2.160
O -0.71 2.61 -0.03 -0.933
O -2.78 3.60 -1.05 -0.904
S -1.14 1.49 -2.47 -0.355
```


No. 2
C3H13N3 | ωB97M-V/def2-TZVPD

Values from the calculation:
⟨S²⟩: 2.01
Multiplicity: 3
Kohn-Sham gap (spin up / spin down) (eV): 2.913 / 3.752
Total charge: +2
DFT total energy (a.u.): -285.4289

```
19
Properties=species:S:1:pos:R:3:nbo_charge:R:1
C 1.05 0.47 -1.38 -0.505
C 0.75 -0.69 0.89 -0.533
C -3.25 -0.50 0.50 -0.327
N -3.36 0.68 0.05 -0.757
N 2.86 0.21 0.11 -0.536
N 1.46 0.29 0.03 0.196
H 1.70 0.91 -2.11 0.294
H 0.75 -0.53 -1.67 0.315
H 0.00 0.99 -1.28 0.335
H 1.15 -0.85 1.86 0.282
H -0.24 -0.23 1.04 0.300
H 0.75 -1.72 0.41 0.319
H -3.02 -0.68 1.57 0.191
H -3.43 -1.34 -0.14 0.198
H -3.60 0.95 -0.90 0.406
H -3.16 1.51 0.63 0.393
H 3.33 1.17 0.18 0.503
H 2.95 -0.38 0.86 0.455
H 3.33 -0.25 -0.62 0.469
```